(1)
{"formula": "C40H29N6Rb", "method": "ωB97M-V/def2-TZVPD", "homo_energy_ha": -0.0401, "relative_energy_kcal_mol": 10.2, "spin_multiplicity": 1, "gap_ev": 4.78, "charge": -2, "max_force_ev_per_a": 0.30, "elements": ["Rb", "C", "C", "C", "C", "N", "C", "N", "C", "N", "C", "N", "C", "C", "C", "C", "C", "N", "C", "C", "C", "C", "C", "C", "H", "H", "H", "H", "H", "H", "H", "H", "H", "H", "H", "H", "C", "C", "C", "C", "C", "C", "C", "C", "C", "C", "C", "C", "C", "C", "H", "H", "H", "H", "H", "H", "H", "H", "H", "H", "H", "C", "C", "C", "C", "C", "C", "C", "C", "N", "H", "H", "H", "H", "H", "H"], "xyz": [[0.111, -0.827, 0.390], [-2.722, -3.564, 2.381], [-3.769, -3.613, 1.466], [-4.157, -2.457, 0.833], [-3.488, -1.249, 1.111], [-2.459, -1.210, 1.968], [-2.106, -2.345, 2.579], [-4.018, -0.107, 0.550], [-3.356, 0.949, 0.195], [-2.023, 1.202, 0.087], [-1.884, 2.487, -0.370], [-0.849, 3.219, -0.590], [0.472, 2.805, -0.548], [1.404, 3.720, -0.032], [2.749, 3.428, -0.086], [3.163, 2.234, -0.668], [2.176, 1.392, -1.145], [0.863, 1.643, -1.085], [-3.229, 3.106, -0.581], [-3.619, 4.354, -1.022], [-4.985, 4.604, -1.111], [-5.918, 3.626, -0.766], [-5.508, 2.373, -0.320], [-4.149, 2.140, -0.237], [-2.364, -4.446, 2.892], [-4.267, -4.551, 1.247], [-4.974, -2.436, 0.125], [-1.260, -2.273, 3.257], [1.035, 4.647, 0.385], [3.480, 4.122, 0.313], [4.202, 1.946, -0.736], [2.462, 0.445, -1.596], [-2.879, 5.100, -1.286], [-5.335, 5.571, -1.454], [-6.975, 3.849, -0.847], [-6.214, 1.599, -0.048], [-1.834, -5.172, -4.385], [-0.557, -5.559, -3.985], [-0.056, -5.179, -2.752], [-0.818, -4.398, -1.876], [-2.095, -4.015, -2.291], [-2.599, -4.395, -3.528], [-0.307, -3.986, -0.551], [0.895, -4.310, -0.058], [1.277, -3.914, 1.267], [0.702, -4.493, 2.421], [1.077, -4.103, 3.696], [2.039, -3.116, 3.893], [2.649, -2.555, 2.773], [2.298, -2.960, 1.496], [-2.220, -5.467, -5.353], [0.054, -6.162, -4.648], [0.937, -5.466, -2.428], [-2.699, -3.406, -1.625], [-3.592, -4.076, -3.824], [-1.063, -3.413, 0.018], [-0.050, -5.262, 2.285], [0.602, -4.569, 4.554], [2.326, -2.811, 4.892], [3.432, -1.814, 2.889], [2.836, -2.556, 0.644], [5.090, -0.520, -0.133], [6.166, 0.318, -0.145], [6.226, 1.518, 0.673], [7.293, 2.366, 0.653], [8.423, 2.129, -0.167], [8.397, 0.963, -0.975], [7.341, 0.105, -0.971], [9.526, 3.010, -0.178], [10.433, 3.734, -0.188], [5.007, -1.354, -0.819], [4.205, -0.247, 0.428], [5.387, 1.730, 1.328], [7.284, 3.248, 1.285], [9.250, 0.755, -1.613], [7.363, -0.775, -1.606]], "mulliken_charge": [0.89, -0.40, -0.37, -0.57, 0.47, -0.55, -0.36, -0.52, -0.24, -0.03, -0.15, -0.52, 0.33, -0.54, -0.48, -0.70, -0.58, -0.45, 0.04, -0.01, -0.57, -0.56, -0.14, 0.09, 0.43, 0.35, 0.44, 0.52, 0.42, 0.44, 0.75, 0.67, 0.52, 0.36, 0.38, 0.52, -0.36, -0.55, -0.34, 0.01, -0.21, -0.61, 0.74, -1.83, 0.83, -0.22, -0.55, -0.61, -0.36, -0.76, 0.35, 0.35, 0.36, 0.27, 0.37, -0.32, 0.49, 0.32, 0.38, 0.52, 0.79, -1.11, 0.95, -0.47, -0.51, 0.20, -0.42, -0.89, 0.19, -0.71, 0.16, 0.21, 0.40, 0.37, 0.39, 0.31]}

(2)
{"formula": "C5H5ClOS", "method": "ωB97M-V/def2-TZVPD", "homo_energy_ha": -0.3359, "relative_energy_kcal_mol": 16.7, "smiles": "C[C@@]1(Cl)SC=CC1=O", "spin_multiplicity": 1, "gap_ev": 8.67, "max_force_ev_per_a": 2.62, "elements": ["C", "C", "Cl", "S", "C", "C", "C", "O", "H", "H", "H", "H", "H"], "xyz": [[0.011, -0.371, 1.770], [0.640, -0.402, 0.399], [2.330, -1.055, 0.378], [-0.609, -1.652, -0.693], [-0.949, -0.293, -1.799], [-0.348, 0.879, -1.453], [0.574, 0.938, -0.373], [1.174, 1.904, 0.025], [0.212, 0.563, 2.261], [0.266, -1.330, 2.280], [-1.034, -0.534, 1.575], [-1.908, -0.400, -2.342], [-0.358, 1.754, -2.028]], "mulliken_charge": [-1.18, 0.54, -0.16, -0.13, -0.20, -0.54, 0.38, -0.53, 0.34, 0.32, 0.38, 0.36, 0.42]}